Formula: C19H26N2O6
Source: the OMol25 dataset
Level of theory: the ωB97M-V functional and the def2-TZVPD basis

CARTESIAN COORDINATES (ANGSTROEM)
C 6.5078 0.4346 1.7808
H 6.5579 1.4955 2.0472
H 6.5671 0.3295 0.6927
H 7.3441 -0.0909 2.2387
O 5.3502 -0.1749 2.2976
C 4.1398 0.2840 1.8947
C 3.9343 1.3223 1.0002
C 2.6529 1.7253 0.6549
C 1.5522 1.0903 1.2072
C 1.7508 0.0251 2.0913
C 3.0194 -0.3850 2.4454
O 3.3037 -1.4043 3.2969
C 2.2297 -2.1365 3.8359
H 1.6295 -2.6067 3.0505
H 2.6837 -2.9083 4.4553
H 1.5841 -1.5067 4.4564
H 0.8721 -0.4608 2.4838
C 0.1466 1.4274 0.8758
O -0.7644 0.6286 1.0174
N -0.0825 2.7059 0.4675
H 0.7054 3.2775 0.2061
C -1.3468 3.0650 -0.1292
C -1.2646 2.8327 -1.6386
O -0.3154 3.1512 -2.3017
O -2.3530 2.2156 -2.0915
C -2.3416 1.7612 -3.4455
H -1.6523 2.3728 -4.0354
H -3.3587 1.8622 -3.8303
C -1.8462 0.3059 -3.5388
O -0.9084 0.0345 -4.2639
N -2.4946 -0.6090 -2.8014
C -3.6616 -0.4086 -1.9724
H -4.0249 0.6127 -2.0596
C -3.3445 -0.7271 -0.5113
H -4.2503 -0.6066 0.0852
H -2.5924 -0.0315 -0.1385
C -2.7967 -2.1471 -0.3647
C -2.4039 -2.4130 1.0846
H -1.9570 -3.3994 1.1881
H -3.2753 -2.3587 1.7332
H -1.6868 -1.6629 1.4073
C -1.5898 -2.2955 -1.2920
C -1.9750 -1.9615 -2.7313
H -1.1112 -2.0203 -3.3948
H -2.7468 -2.6551 -3.0856
H -1.1988 -3.3134 -1.2508
H -0.8051 -1.6125 -0.9612
H -3.5677 -2.8660 -0.6698
H -4.4454 -1.0900 -2.3316
H -2.1265 2.4349 0.3017
H -1.5622 4.1182 0.0682
H 2.5441 2.5116 -0.0769
H 4.7746 1.8276 0.5520

## Properties
HOMO level ... -8.4 eV
E_tot ... -35390.845 eV
SMILES string ... COc1ccc(C(=O)NCC(=O)OCC(=O)N2CCC(C)CC2)cc1OC
LUMO energy ... 0.73 eV
Largest force on an atom ... 0.6 eV/A
ΔE to the lowest compared entry with this formula, charge and spin ... 23.11 kcal/mol